# C17H22Cl3F3N4O3RuSSi

A structure of composition C17H22Cl3F3N4O3RuSSi (ωB97M-V with the def2-TZVPD basis set, OMol25).

The geometry in XYZ format:
```
55
Properties=species:S:1:pos:R:3:forces:R:3
Ru 0.0202 0.6415 -1.4423 0.840 -2.944 -1.094
C 1.0689 -2.8136 0.9752 0.105 -0.108 -0.060
C 2.2405 -2.3220 1.5338 -0.014 -0.019 0.035
C 2.9031 -1.2872 0.9006 0.066 -0.102 -0.070
C 2.3432 -0.7363 -0.2411 0.174 -0.050 -0.172
N 1.1575 -1.1451 -0.7291 -0.246 0.821 0.896
C 0.5646 -2.1972 -0.1508 0.001 -0.067 -0.236
C 2.9885 0.3029 -1.0648 -0.046 -0.084 -0.036
C 4.3102 0.6793 -0.9438 0.083 -0.045 -0.010
C 4.8135 1.6305 -1.8192 0.007 0.064 0.055
C 3.9849 2.1510 -2.7942 0.051 -0.114 -0.072
C 2.6723 1.7120 -2.8591 0.047 -0.149 -0.042
N 2.1804 0.8088 -2.0077 -0.134 1.011 -0.111
H 0.5525 -3.6614 1.4030 0.006 -0.007 -0.031
H 2.6435 -2.7538 2.4403 0.001 -0.012 -0.013
H 3.8394 -0.9126 1.2872 -0.022 0.030 0.003
H -0.3344 -2.5568 -0.6279 -0.108 0.095 0.092
H 4.9477 0.2339 -0.1939 -0.024 0.014 0.014
H 5.8406 1.9587 -1.7333 0.003 -0.021 -0.021
H 4.3428 2.8805 -3.5063 -0.029 0.014 0.009
H 1.9913 2.0912 -3.6041 -0.012 0.049 0.041
F 2.1872 4.4701 -0.7990 -0.075 0.182 0.045
C 1.2680 3.8647 -0.0569 0.128 -0.306 0.045
F 1.0260 4.5652 1.0375 -0.027 0.111 -0.068
F 1.7989 2.6721 0.3322 -0.003 0.070 0.011
S -0.2648 3.5182 -1.0243 0.333 0.119 0.184
O -0.9422 4.7550 -1.1860 0.021 -0.046 -0.105
O -0.9114 2.4903 -0.1922 0.357 0.339 0.033
O 0.3054 2.8770 -2.2322 -0.370 0.140 0.490
Cl -2.1013 1.2905 -2.8178 -0.269 0.179 -0.365
Si -0.7058 -0.2411 -3.4302 -0.541 1.715 0.292
Cl 0.1907 0.4944 -5.0958 0.206 -0.310 -0.122
Cl -2.0974 -1.6038 -4.0123 0.427 -0.736 0.178
C -2.5590 -1.8837 3.5933 -0.034 -0.013 -0.055
C -2.9692 -0.5947 2.8944 0.058 -0.070 0.056
N -2.7534 -0.6297 1.4413 0.005 -0.198 0.025
C -3.7996 -1.2675 0.6293 0.052 -0.019 -0.062
C -3.4411 -2.6602 0.1182 0.019 0.031 0.071
C -1.6220 -0.1951 0.8899 -0.069 0.150 0.023
C -0.5541 0.3745 1.7748 -0.021 -0.005 -0.069
N -1.4128 -0.2582 -0.4070 -0.739 0.197 0.035
H -2.7233 -1.7909 4.6665 0.008 -0.008 -0.003
H -1.5034 -2.1064 3.4261 -0.008 -0.003 0.010
H -3.1472 -2.7298 3.2368 0.010 0.002 0.018
H -2.4342 0.2532 3.3127 -0.029 0.028 -0.012
H -4.0298 -0.4085 3.0566 0.000 0.067 -0.034
H -4.0545 -0.6060 -0.2030 -0.045 0.034 0.032
H -4.6830 -1.3354 1.2598 -0.023 0.070 -0.018
H -2.5903 -2.6437 -0.5618 -0.011 -0.029 -0.026
H -4.2890 -3.0755 -0.4254 0.006 0.001 0.000
H -3.2046 -3.3300 0.9446 -0.007 -0.005 -0.012
H -0.8897 1.3205 2.1985 0.003 0.000 -0.008
H 0.3362 0.5863 1.1920 0.053 0.007 0.033
H -0.3014 -0.3122 2.5813 -0.032 -0.003 0.010
H -2.1989 -0.5638 -0.9645 -0.132 -0.069 0.189
```
Positions in Å, forces in eV/Å.

Net charge: +1
Energy relative to the best compared isomer or geometry (same formula, charge and spin): 242.69 kJ/mol
Orbital gap (alpha / beta): 7.65 / 7.75 eV
2S+1: 2
<S²>: 0.76
HOMO energy (alpha / beta): -11.7 / -11.7 eV
Electronic energy: -97102.3854 eV